#one
Here is a molecular structure, C4H7N2 from the OMol25 dataset. Energies are from ωB97M-V/def2-TZVPD.

Summary:
HOMO energy (alpha / beta), hartree: -0.5473 / -0.5435
Kohn-Sham gap (alpha / beta), eV: 8.2598 / 9.2701
E_LUMO (alpha / beta), eV: -6.63 / -5.52

```
! wB97M-V def2-TZVPD RIJCOSX def2/J DEFGRID3
* xyz 1 1
C 0.852 -0.060 -0.090
C -2.772 -0.001 -0.418
C -0.086 -0.486 1.079
C 2.182 0.330 -0.326
N -0.198 0.108 -0.900
N -1.092 -0.080 0.045
H -2.716 0.421 -1.416
H -3.673 -0.047 0.055
H -0.130 -1.548 1.304
H -0.055 -0.021 2.055
H 2.801 0.800 0.440
H 2.048 1.030 -1.132
H 2.839 -0.446 -0.696
*
```


#two
Here is a gas-phase ion, C4H7N2 (charge +1) from the OMol25 dataset. Energies are from ωB97M-V/def2-TZVPD.

Summary:
HOMO energy, hartree: -0.5661
Kohn-Sham gap, eV: 12.5280
E_LUMO, eV: -2.88
SMILES: C1[C@@H]2[C@H]1[N@+]21CN1

```
! wB97M-V def2-TZVPD RIJCOSX def2/J DEFGRID3
* xyz 1 1
C 0.360 1.369 0.766
C -0.911 0.624 0.516
C 0.174 -0.054 1.266
N -0.223 -0.489 -0.059
C 0.568 -1.076 -1.216
N -0.464 -1.795 -0.597
H 0.318 2.085 1.533
H 0.951 1.456 -0.131
H -1.906 0.842 0.499
H 0.321 -0.703 2.200
H 1.507 -1.619 -1.054
H 0.500 -0.547 -2.232
H -1.391 -1.762 -0.999
*
```


Stability verdict: #two, ahead by 75.4 kJ/mol


#one
Here is a gas-phase ion, C4H7N2 (charge +1) from the OMol25 dataset. Energies are from ωB97M-V/def2-TZVPD.

Summary:
HOMO energy, hartree: -0.5436
Kohn-Sham gap, eV: 8.3617
E_LUMO, eV: -6.43
SMILES: C=CN=[N+]1CC1

```
! wB97M-V def2-TZVPD RIJCOSX def2/J DEFGRID3
* xyz 1 1
C -1.130 -0.143 2.805
C -0.744 -0.352 1.447
N -0.200 0.465 0.422
N 0.274 0.286 -0.746
C 0.836 -0.532 -1.746
C 0.783 0.975 -1.843
H -0.862 0.752 3.343
H -1.651 -0.944 3.296
H -0.982 -1.361 1.099
H 0.159 -1.132 -2.345
H 1.778 -1.024 -1.524
H 1.676 1.572 -1.698
H 0.064 1.438 -2.512
*
```


#two
Here is a gas-phase ion, C4H7N2 (charge +1) from the OMol25 dataset. Energies are from ωB97M-V/def2-TZVPD.

Summary:
HOMO energy, hartree: -0.5810
Kohn-Sham gap, eV: 7.1652
E_LUMO, eV: -8.65
SMILES: [H]/N=C(/C)C=[N+]=C

```
! wB97M-V def2-TZVPD RIJCOSX def2/J DEFGRID3
* xyz 1 1
H 0.600 0.420 1.282
N -0.421 0.191 1.493
C -0.510 0.318 0.215
C -1.887 0.491 -0.361
C 0.445 0.050 -0.866
N 1.693 -0.403 -0.792
C 2.126 -0.862 0.443
H -2.554 0.963 0.394
H -2.358 -0.496 -0.505
H -2.078 1.185 -1.239
H 0.327 0.826 -1.616
H 1.424 -1.334 1.147
H 3.193 -1.349 0.405
*
```


#three
Here is a molecular structure, C4H7N2 from the OMol25 dataset. Energies are from ωB97M-V/def2-TZVPD.

Summary:
HOMO energy, hartree: -0.5210
Kohn-Sham gap, eV: 10.4884
E_LUMO, eV: -3.69

```
! wB97M-V def2-TZVPD RIJCOSX def2/J DEFGRID3
* xyz 1 1
C 1.163 0.789 0.171
C -0.075 0.911 -0.673
C -0.945 -0.429 -0.545
C 0.997 -0.443 -0.621
N -1.496 0.605 0.169
N 0.031 -1.349 0.068
H 1.970 1.427 -0.171
H 1.032 0.823 1.251
H -0.224 1.574 -1.507
H -1.451 -0.805 -1.428
H -1.383 0.638 1.178
H 0.034 -1.367 1.099
H 0.032 -2.306 -0.299
*
```


#four
Here is 2 unconnected molecules or ions with the total composition C4H7N2 from the OMol25 dataset. Energies are from ωB97M-V/def2-TZVPD.

Summary:
HOMO energy, hartree: -0.5152
Kohn-Sham gap, eV: 9.7534
E_LUMO, eV: -4.27

```
! wB97M-V def2-TZVPD RIJCOSX def2/J DEFGRID3
* xyz 1 1
C 1.129 -1.002 -0.399
C -1.388 0.237 0.518
C -0.519 0.498 -0.681
C -0.044 0.505 0.779
N 0.218 -0.552 -1.225
N 0.983 -0.448 0.802
H 1.755 -1.878 -0.631
H -1.920 1.052 0.778
H -1.773 -0.725 0.549
H -0.913 1.253 -1.282
H 0.464 2.087 1.591
H 0.328 -0.600 -2.297
H 1.682 -0.426 1.497
*
```


Stability verdict: #four, ahead by 48.3 kJ/mol


#one
Here is C2H4N2O in the gas phase from the OMol25 dataset. Energies are from ωB97M-V/def2-TZVPD.

Summary:
HOMO energy, hartree: -0.3873
Kohn-Sham gap, eV: 10.8393
E_LUMO, eV: 0.30
SMILES: N#C[C@H](N)O

```
! wB97M-V def2-TZVPD RIJCOSX def2/J DEFGRID3
* xyz 0 1
N -2.717 -0.675 0.416
C -1.727 -0.183 0.183
C 0.027 0.248 -0.253
N 0.677 -0.908 0.276
O 0.593 1.482 0.167
H -0.009 0.158 -1.306
H 1.627 -0.889 -0.033
H 0.545 -1.185 1.188
H 0.985 1.951 -0.638
*
```


#two
Here is C2H4N2O in the gas phase from the OMol25 dataset. Energies are from ωB97M-V/def2-TZVPD.

Summary:
HOMO energy, hartree: -0.3697
Kohn-Sham gap, eV: 10.6691
E_LUMO, eV: 0.61
SMILES: [H]/N=C(O)/C=N/[H]

```
! wB97M-V def2-TZVPD RIJCOSX def2/J DEFGRID3
* xyz 0 1
H -0.546 1.646 -1.517
N -0.622 0.732 -1.070
C -0.010 0.536 0.020
O 0.801 1.301 0.796
C -0.204 -0.931 0.304
N 0.759 -1.729 0.395
H 0.489 -2.698 0.384
H 0.628 2.244 0.585
H -1.295 -1.100 0.103
*
```


Stability verdict: #two, ahead by 84.8 kJ/mol